Run a
Density functional theory data (ωB97M-V/def2-TZVPD) for a molecular structure, H22NeO11.

```
34
H22NeO11 | the Open Molecules 2025 dataset | ωB97M-V/def2-TZVPD
Ne -0.045 -0.094 -0.211
O -1.283 -0.085 -3.140
H -0.396 0.094 -2.829
H -1.802 -0.180 -2.341
O 2.432 -1.181 0.880
H 2.086 -1.640 1.645
H 2.108 -1.683 0.132
O 1.779 0.451 -2.408
H 2.305 1.069 -1.901
H 1.826 0.777 -3.307
O -1.282 -1.087 2.598
H -2.229 -0.945 2.614
H -1.127 -1.579 1.792
O 2.739 -2.159 -2.291
H 2.372 -1.279 -2.377
H 2.500 -2.599 -3.107
O -0.140 3.374 -0.138
H 0.658 2.908 0.114
H -0.845 2.746 0.023
O -2.750 -0.860 -0.746
H -2.617 -0.136 -0.134
H -2.207 -1.569 -0.400
O -2.327 1.646 0.622
H -2.576 1.856 1.522
H -2.931 2.156 0.082
O -0.844 -2.809 0.447
H -0.009 -3.156 0.134
H -1.371 -3.586 0.637
O 2.268 1.906 0.551
H 2.151 0.972 0.725
H 3.102 1.962 0.085
O -0.621 1.608 3.950
H -0.768 0.860 3.372
H -0.156 2.244 3.405
```

Its gap between HOMO and LUMO is 10.4 eV.



Run b
Density functional theory data (ωB97M-V/def2-TZVPD) for a molecular structure, H22NeO11.

```
34
H22NeO11 | the Open Molecules 2025 dataset | ωB97M-V/def2-TZVPD
Ne -0.948 0.101 -0.249
O -1.536 -2.734 1.752
H -1.303 -2.605 0.833
H -1.539 -3.684 1.869
O 0.053 4.011 0.406
H 0.622 3.241 0.396
H -0.741 3.716 0.852
O -1.385 1.010 3.261
H -0.821 1.521 3.842
H -0.810 0.333 2.904
O 2.670 0.798 0.205
H 2.781 1.349 0.980
H 3.332 0.114 0.299
O -0.891 0.998 -3.050
H 0.058 0.894 -2.986
H -1.062 1.870 -2.694
O -2.033 3.279 1.692
H -2.299 3.780 2.463
H -1.938 2.381 2.010
O 2.200 -2.174 -1.287
H 2.944 -2.691 -1.594
H 2.289 -1.334 -1.737
O -2.733 -1.134 -2.845
H -2.132 -0.416 -3.046
H -2.295 -1.625 -2.150
O 0.581 -1.315 3.043
H -0.025 -1.971 2.699
H 1.405 -1.488 2.588
O -0.533 -2.602 -1.281
H -0.619 -3.551 -1.190
H 0.409 -2.453 -1.365
O 1.940 0.490 -2.391
H 2.164 1.346 -2.757
H 2.197 0.548 -1.471
```

Its gap between HOMO and LUMO is 9.5 eV.



Q: Which of them is the most stable? A: run a.



Run a
Density functional theory data (ωB97M-V/def2-TZVPD) for 3 unconnected molecules or ions with the total composition C3H13NO3.

```
20
C3H13NO3 | the Open Molecules 2025 dataset | ωB97M-V/def2-TZVPD
C -1.619 1.484 1.950
N -0.892 0.721 1.011
C -0.528 -0.804 1.308
C -0.891 -1.629 -0.015
O -0.300 -1.136 -1.185
H -1.270 1.936 3.032
H -2.615 0.959 2.278
H -2.028 2.255 1.418
H -0.051 1.097 0.709
H 0.533 -0.915 1.338
H -1.133 -1.090 2.173
H -0.529 -2.650 0.180
H -1.973 -1.740 -0.016
H -0.888 -0.270 -1.303
H 1.619 -1.163 -1.678
H 2.801 -0.945 -2.675
O 2.157 -0.515 -2.147
H 1.960 0.886 -0.900
H 1.500 2.412 -1.096
O 1.463 1.635 -0.417
```

Its gap between HOMO and LUMO is 9.2 eV. As for the structure (SMILES): CNCCO.O.O.



Run b
Density functional theory data (ωB97M-V/def2-TZVPD) for 4 unconnected molecules or ions with the total composition C3H13NO3.

```
20
C3H13NO3 | the Open Molecules 2025 dataset | ωB97M-V/def2-TZVPD
C 1.423 -1.569 1.167
C 1.112 -0.541 1.958
N 0.635 0.705 1.601
C 0.253 1.658 2.608
H 1.624 -1.438 0.109
H 1.641 -2.552 1.550
H 0.969 -0.684 3.023
H 0.603 0.987 0.639
H -0.695 2.117 2.317
H 0.049 1.113 3.535
H 0.952 2.437 2.937
H -4.323 -0.581 -2.648
H -3.092 -0.554 -3.667
O -4.059 -0.639 -3.573
H 1.295 -2.261 -2.842
H 0.614 -3.626 -2.605
O 1.417 -3.202 -2.805
H 0.337 3.478 -1.229
H -0.846 2.580 -1.146
O 0.093 2.572 -0.930
```

Its gap between HOMO and LUMO is 7.6 eV. As for the structure (SMILES): C=CNC.O.O.O.



Q: Which of them is the most stable? A: run b.



Run a
Density functional theory data (ωB97M-V/def2-TZVPD) for 4 unconnected molecules or ions with the total composition C3H13NO3.

```
20
C3H13NO3 | the Open Molecules 2025 dataset | ωB97M-V/def2-TZVPD
C 1.371 -1.779 2.608
C 0.313 -0.758 2.078
C 0.463 0.587 2.451
N -0.654 -1.235 1.226
H 2.226 -1.608 2.006
H 0.944 -2.815 2.344
H 1.654 -1.409 3.636
H -0.319 1.185 2.950
H 1.204 1.124 2.086
H -1.101 -0.661 0.482
H -1.138 -2.084 1.366
H -1.148 6.557 0.976
H 0.121 6.697 0.152
O -0.089 6.323 1.014
H -0.040 -0.374 -3.214
H -1.034 -1.557 -3.156
O -0.519 -0.942 -2.575
H -0.223 -2.555 -4.808
H -1.180 -2.680 -6.171
O -0.850 -2.014 -5.453
```

Its gap between HOMO and LUMO is 7.0 eV. As for the structure (SMILES): C=C(C)N.O.O.O.



Run b
Density functional theory data (ωB97M-V/def2-TZVPD) for 3 unconnected molecules or ions with the total composition C3H13NO3.

```
20
C3H13NO3 | the Open Molecules 2025 dataset | ωB97M-V/def2-TZVPD
C -0.845 0.322 -1.003
C 0.139 1.051 0.030
C 1.343 1.903 -0.665
O 0.716 0.250 0.968
N -1.465 -1.025 -0.732
H -1.606 1.116 -0.946
H -0.381 0.371 -1.977
H -0.549 1.776 0.531
H 1.417 2.626 0.132
H 2.158 1.237 -0.696
H 0.950 2.373 -1.554
H 0.145 0.052 1.830
H -0.971 -1.912 -1.288
H -2.516 -0.984 -1.012
H 0.951 -1.712 0.672
H 2.055 -1.556 -0.418
O 1.810 -2.040 0.358
H -1.445 -1.127 1.211
H -0.644 -1.700 2.417
O -1.262 -1.021 2.141
```

Its gap between HOMO and LUMO is 10.0 eV. As for the structure (SMILES): C[C@H](O)CN.O.O.



Run c
Density functional theory data (ωB97M-V/def2-TZVPD) for 4 unconnected molecules or ions with the total composition C3H13NO3.

```
20
C3H13NO3 | the Open Molecules 2025 dataset | ωB97M-V/def2-TZVPD
C 0.398 0.500 1.959
C -0.544 0.008 1.128
N -1.247 0.732 0.198
C -2.240 0.069 -0.609
H 0.896 1.455 1.745
H 0.843 -0.120 2.713
H -1.016 -0.961 1.268
H -0.875 1.644 -0.004
H -2.459 -1.000 -0.487
H -3.258 0.480 -0.574
H -1.945 0.026 -1.689
H 2.107 1.139 -2.230
H 2.493 1.491 -0.727
O 1.839 1.609 -1.444
H -1.612 -2.871 -0.863
H -0.342 -2.682 -1.805
O -0.910 -2.284 -1.143
H 1.964 -0.042 0.637
H 3.006 0.599 1.402
O 2.901 0.206 0.524
```

Its gap between HOMO and LUMO is 8.3 eV. As for the structure (SMILES): C=CNC.O.O.O.



Q: Which of them is the most stable? A: run c.



Run a
Density functional theory data (ωB97M-V/def2-TZVPD) for 2 unconnected molecules or ions with the total composition C4H4ClNOS.

```
12
C4H4ClNOS | the Open Molecules 2025 dataset | ωB97M-V/def2-TZVPD
C -0.686 1.310 0.684
C 0.303 -1.123 0.017
C -1.491 0.910 -0.125
C 1.227 -0.524 -0.843
N -0.452 -1.852 0.488
O 0.247 1.992 1.197
S -1.590 -2.692 1.186
Cl -3.069 0.526 -0.049
H 0.763 0.206 -1.529
H 1.980 0.120 -0.155
H 1.792 -1.156 -1.473
H 0.976 2.282 0.602
```

Its gap between HOMO and LUMO is 7.5 eV. As for the structure (SMILES): CC#[N+][S-].OC#CCl.



Run b
Density functional theory data (ωB97M-V/def2-TZVPD) for a molecular structure, C4H4ClNOS.

```
12
C4H4ClNOS | the Open Molecules 2025 dataset | ωB97M-V/def2-TZVPD
C -0.223 1.510 -0.339
C 1.007 1.641 -0.836
C -0.041 -0.343 0.675
C -1.205 -1.197 0.810
N 2.001 0.698 -0.617
O 2.096 -1.654 0.480
S 1.296 -0.657 -0.168
Cl -2.084 -1.258 -0.860
H -1.084 1.992 -0.080
H 1.109 2.416 -1.605
H -1.984 -0.817 1.594
H -0.888 -2.329 0.945
```

Its gap between HOMO and LUMO (alpha / beta) is 7.5 / 7.5 eV.



Q: Which of them is the most stable? A: run a.



Run a
Density functional theory data (ωB97M-V/def2-TZVPD) for C4H4ClNOS in the gas phase.

```
12
C4H4ClNOS | the Open Molecules 2025 dataset | ωB97M-V/def2-TZVPD
C -0.813 0.211 -1.128
C 0.261 -0.461 -1.545
C 0.145 -0.900 1.417
C 0.444 0.495 0.835
N -0.612 0.927 0.064
O -0.884 -1.436 1.076
S 1.698 -0.127 -0.642
Cl -0.553 2.713 -0.070
H -1.816 0.103 -1.443
H 0.323 -1.365 -2.259
H 0.811 -1.224 2.157
H 0.995 1.065 1.539
```

Its gap between HOMO and LUMO is 8.3 eV. As for the structure (SMILES): O=C[C@H]1SC=CN1Cl.



Run b
Density functional theory data (ωB97M-V/def2-TZVPD) for C4H4ClNOS in the gas phase.

```
12
C4H4ClNOS | the Open Molecules 2025 dataset | ωB97M-V/def2-TZVPD
C 0.151 0.680 0.537
C 1.014 -0.049 -1.579
C -0.330 -0.916 -1.209
C -0.793 -0.382 0.021
H -1.599 0.696 2.958
H 1.122 0.177 -2.744
H 2.025 -0.576 -1.560
H -0.653 -1.900 -1.484
N 0.257 1.385 1.507
O 0.897 0.930 -0.585
S -0.216 1.362 3.184
Cl -1.876 -1.406 0.955
```

Its gap between HOMO and LUMO is 8.8 eV. As for the structure (SMILES): S/N=C1/OCC=C1Cl.



Q: Which of them is the most stable? A: run a.



Run a
Density functional theory data (ωB97M-V/def2-TZVPD) for a gas-phase ion, C2H6NO (charge +1).

```
10
C2H6NO | the Open Molecules 2025 dataset | ωB97M-V/def2-TZVPD
O -1.252 0.638 0.376
C -0.827 0.198 -0.656
C 0.643 -0.329 -0.681
N 1.045 -0.366 0.781
H -1.310 0.391 -1.624
H 0.603 -1.368 -1.018
H 1.259 0.400 -1.223
H 2.000 -0.631 1.015
H 0.682 0.421 1.330
H 0.458 -1.144 1.107
```

Its total charge is +1. Its gap between HOMO and LUMO is 11.5 eV. As for the structure (SMILES): [NH3+]CC=O.



Run b
Density functional theory data (ωB97M-V/def2-TZVPD) for a gas-phase ion, C2H6NO (charge +1).

```
10
C2H6NO | the Open Molecules 2025 dataset | ωB97M-V/def2-TZVPD
O -0.670 -1.244 0.216
C -1.007 -0.152 -0.268
C 0.000 0.948 -0.319
N 1.254 0.282 0.289
H -2.005 -0.143 -0.677
H 0.218 1.214 -1.368
H -0.265 1.726 0.351
H 1.886 1.017 0.734
H 0.950 -0.367 1.034
H 1.837 -0.253 -0.303
```

Its total charge is +1. Its gap between HOMO and LUMO is 11.5 eV. As for the structure (SMILES): [NH3+]CC=O.



Q: Which of them is the most stable? A: run a.